--- w ---
{
  "formula": "C3H3F2NO",
  "method": "wB97M-V/def2-TZVPD",
  "species": ["C", "C", "C", "N", "O", "F", "F", "H", "H", "H"],
  "positions_angstrom": [[0.354, -2.008, -0.291], [0.217, 0.158, -0.518], [0.251, -0.892, 0.791], [0.207, -1.075, -1.255], [0.485, -3.189, -0.278], [1.327, -0.734, 1.584], [0.224, -1.157, -2.645], [-0.675, 0.773, -0.612], [1.137, 0.729, -0.609], [-0.658, -0.894, 1.387]],
  "lowdin_charge": [-0.407, -0.001, -0.151, -0.036, 0.134, 0.043, 0.039, 0.111, 0.117, 0.150],
  "orbital_gap_ev": 11.217,
  "smiles": "O=C1[C@@H](F)CN1F",
  "mol_weight_g_mol": 107.1,
  "lumo_ev": 0.76
}

---

--- x ---
{
  "formula": "C3H3F2NO",
  "method": "wB97M-V/def2-TZVPD",
  "species": ["C", "C", "C", "N", "O", "F", "F", "H", "H", "H"],
  "positions_angstrom": [[0.561, 0.108, -0.104], [-1.266, -1.110, 1.244], [1.412, 0.787, -0.875], [-0.153, -0.281, 0.806], [1.253, 2.079, -1.407], [-2.205, -1.491, 0.242], [2.558, 0.196, -1.417], [-1.710, -0.322, 1.892], [-0.830, -2.104, 1.496], [0.381, 2.140, -1.876]],
  "lowdin_charge": [0.006, -0.164, -0.319, 0.096, 0.034, -0.082, 0.025, 0.133, 0.142, 0.127],
  "orbital_gap_ev": 8.952,
  "smiles": "OC(F)=C=NCF",
  "mol_weight_g_mol": 107.1,
  "lumo_ev": 0.38
}

---

--- y ---
{
  "formula": "C3H3F2NO",
  "method": "wB97M-V/def2-TZVPD",
  "species": ["C", "C", "C", "N", "O", "F", "F", "H", "H", "H"],
  "positions_angstrom": [[1.923, 0.165, -0.685], [0.164, 0.124, 0.538], [0.553, -0.552, -0.823], [1.511, 0.755, 0.396], [2.856, 0.271, -1.407], [0.654, -1.920, -0.840], [2.010, 1.649, 1.416], [-0.737, 0.839, 0.589], [0.081, -0.440, 1.435], [0.095, -0.437, -1.771]],
  "lowdin_charge": [-0.457, 0.008, -0.164, 0.038, 0.140, 0.018, 0.016, 0.145, 0.105, 0.150],
  "orbital_gap_ev": 11.204,
  "smiles": "O=C1[C@@H](F)CN1F",
  "mol_weight_g_mol": 107.1,
  "lumo_ev": 0.60
}

---

--- z ---
{
  "formula": "C3H3F2NO",
  "method": "wB97M-V/def2-TZVPD",
  "species": ["C", "C", "C", "H", "H", "H", "N", "O", "F", "F"],
  "positions_angstrom": [[0.641, -0.872, 0.952], [0.127, 0.255, 0.487], [-0.932, 1.636, -1.135], [0.041, 1.136, 1.092], [-0.793, -0.409, -1.261], [-0.699, 2.366, -0.308], [-0.582, 0.405, -0.702], [-1.412, 1.896, -2.217], [0.785, -1.970, 0.189], [1.193, -1.054, 2.178]],
  "lowdin_charge": [-0.317, -0.049, -0.354, 0.122, 0.159, 0.140, 0.055, 0.041, 0.107, 0.096],
  "orbital_gap_ev": 10.039,
  "smiles": "O=CNC=C(F)F",
  "mol_weight_g_mol": 107.1,
  "lumo_ev": 0.71
}

---

Energies relative to the most stable structure, in kcal/mol: w 52.2; x 57.5; y 65.6; z 0.0.

---

--- w ---
{
  "formula": "C4H8N2O2S",
  "method": "wB97M-V/def2-TZVPD",
  "species": ["C", "C", "C", "C", "N", "N", "O", "O", "S", "H", "H", "H", "H", "H", "H", "H", "H"],
  "positions_angstrom": [[-0.074, -0.970, 0.968], [-0.315, -1.149, -0.445], [1.413, -0.665, 1.177], [-0.950, 0.199, 1.438], [-0.689, 1.929, -1.687], [-0.453, -1.001, -1.578], [-0.602, -0.826, -2.762], [1.502, 1.031, -2.141], [0.253, 1.395, -2.770], [1.682, 0.242, 0.641], [2.035, -1.479, 0.809], [1.611, -0.525, 2.236], [-0.756, 1.072, 0.820], [-0.724, 0.437, 2.474], [-2.005, -0.052, 1.358], [-1.578, 2.245, -2.041], [-0.350, -1.884, 1.501]],
  "lowdin_charge": [-0.382, 0.040, -0.054, -0.061, -0.281, -0.115, -0.114, -0.490, 0.852, 0.080, 0.086, 0.081, 0.061, 0.081, 0.083, -0.007, 0.140],
  "orbital_gap_ev": 10.095,
  "mol_weight_g_mol": 148.2,
  "lumo_ev": 0.23
}

---

--- x ---
{
  "formula": "C4H8N2O2S",
  "method": "wB97M-V/def2-TZVPD",
  "species": ["C", "C", "C", "C", "N", "N", "O", "O", "S", "H", "H", "H", "H", "H", "H", "H", "H"],
  "positions_angstrom": [[-0.923, 2.598, -0.476], [1.591, -0.966, -0.653], [-1.076, 0.588, 0.741], [1.339, -2.216, 0.221], [-0.852, 1.925, 0.599], [-1.192, -0.398, -0.195], [-1.408, -1.527, 0.185], [-1.280, -0.159, -1.441], [2.433, 0.288, 0.012], [-1.151, 2.098, -1.414], [-0.503, 3.610, -0.407], [1.192, -0.942, -1.614], [-1.008, 0.301, 1.814], [1.728, -2.128, 1.177], [1.584, -3.161, -0.205], [0.169, -2.238, 0.154], [-0.643, 2.329, 1.505]],
  "lowdin_charge": [0.075, -0.648, -0.106, -0.150, 0.000, -0.432, -0.017, -0.016, 0.594, 0.091, 0.103, 0.017, 0.150, 0.030, 0.060, 0.079, 0.172],
  "orbital_gap_ev": 7.741,
  "mol_weight_g_mol": 148.2,
  "lumo_ev": -0.67
}

---

Energies relative to the most stable structure, in kcal/mol: w 0.0; x 63.6.

---

--- w ---
{
  "formula": "C40H70N10",
  "method": "wB97M-V/def2-TZVPD",
  "species": ["C", "C", "C", "C", "N", "H", "H", "H", "H", "H", "H", "H", "C", "C", "C", "C", "N", "H", "H", "H", "H", "H", "H", "H", "C", "C", "C", "C", "N", "H", "H", "H", "H", "H", "H", "H", "C", "C", "C", "C", "N", "H", "H", "H", "H", "H", "H", "H", "C", "C", "C", "C", "N", "H", "H", "H", "H", "H", "H", "H", "C", "C", "C", "C", "N", "H", "H", "H", "H", "H", "H", "H", "C", "C", "C", "C", "N", "H", "H", "H", "H", "H", "H", "H", "C", "C", "C", "C", "N", "H", "H", "H", "H", "H", "H", "H", "C", "C", "C", "C", "N", "H", "H", "H", "H", "H", "H", "H", "C", "C", "C", "C", "N", "H", "H", "H", "H", "H", "H", "H"],
  "positions_angstrom": [[-4.059, 4.795, -5.617], [-2.672, 4.546, -6.282], [-2.367, 3.089, -6.585], [-1.811, 2.336, -5.403], [-1.436, 1.733, -4.450], [-4.227, 5.806, -5.988], [-4.095, 4.797, -4.528], [-4.877, 4.196, -6.017], [-1.819, 4.942, -5.732], [-2.489, 5.037, -7.238], [-1.605, 2.899, -7.340], [-3.208, 2.585, -7.062], [0.213, 1.419, -0.010], [-0.623, 0.454, -0.898], [-0.464, -1.002, -0.492], [-0.538, -1.326, 0.965], [-0.722, -1.531, 2.141], [0.228, 2.325, -0.614], [1.159, 0.937, 0.239], [-0.097, 1.677, 1.003], [-0.399, 0.556, -1.960], [-1.684, 0.573, -0.674], [0.560, -1.168, -0.829], [-1.165, -1.710, -0.934], [2.391, -5.393, 3.841], [2.714, -3.896, 4.027], [2.496, -2.995, 2.781], [3.637, -3.040, 1.800], [4.525, -3.102, 1.062], [1.473, -5.663, 3.320], [2.320, -5.955, 4.772], [3.169, -5.892, 3.264], [3.744, -3.815, 4.375], [2.054, -3.575, 4.833], [2.469, -1.949, 3.088], [1.516, -3.251, 2.377], [4.628, 8.049, -2.995], [3.973, 6.972, -2.208], [3.733, 5.593, -2.946], [3.230, 4.582, -1.982], [2.800, 3.704, -1.289], [4.905, 8.863, -2.325], [3.994, 8.520, -3.746], [5.500, 7.706, -3.552], [2.974, 7.202, -1.837], [4.580, 6.743, -1.332], [4.675, 5.325, -3.425], [3.116, 5.826, -3.814], [-1.459, -4.663, 3.221], [-0.975, -3.891, 4.374], [-1.186, -4.795, 5.656], [-0.898, -4.202, 6.972], [-0.638, -3.792, 8.040], [-2.505, -4.954, 3.318], [-0.754, -5.484, 3.087], [-1.265, -4.121, 2.295], [-1.606, -3.015, 4.519], [0.063, -3.560, 4.337], [-0.571, -5.695, 5.649], [-2.239, -5.070, 5.709], [-0.282, 5.706, -0.322], [0.003, 4.727, 0.869], [0.588, 5.539, 2.116], [1.893, 6.043, 1.756], [2.947, 6.274, 1.355], [0.642, 5.888, -0.871], [-0.582, 6.731, -0.105], [-0.990, 5.240, -1.007], [0.464, 3.759, 0.672], [-0.962, 4.248, 1.036], [0.705, 4.948, 3.024], [-0.008, 6.428, 2.323], [3.089, 0.090, -3.853], [4.040, -0.480, -2.887], [4.504, 0.383, -1.628], [5.485, 1.374, -2.065], [6.200, 2.157, -2.489], [3.254, -0.309, -4.854], [3.308, 1.150, -3.987], [2.053, 0.058, -3.514], [4.868, -0.868, -3.481], [3.599, -1.328, -2.365], [5.041, -0.296, -0.966], [3.702, 0.931, -1.134], [-2.061, 1.731, 4.104], [-2.682, 1.387, 2.704], [-3.695, 2.419, 2.071], [-4.496, 2.065, 0.897], [-5.068, 1.736, -0.060], [-1.426, 2.611, 4.002], [-1.495, 0.872, 4.464], [-2.810, 1.916, 4.874], [-3.091, 0.379, 2.649], [-1.829, 1.235, 2.043], [-3.267, 3.417, 1.973], [-4.524, 2.605, 2.754], [-4.014, -4.603, 0.718], [-3.595, -3.089, 0.680], [-4.735, -2.110, 0.729], [-5.851, -2.259, -0.222], [-6.747, -2.309, -0.979], [-3.113, -5.149, 0.439], [-4.851, -4.800, 0.049], [-4.295, -5.053, 1.671], [-3.107, -2.826, -0.259], [-2.905, -2.670, 1.412], [-4.440, -1.069, 0.867], [-5.177, -2.348, 1.697], [1.971, -6.866, -0.240], [0.460, -6.902, 0.059], [-0.376, -6.510, -1.229], [-0.250, -5.126, -1.566], [-0.135, -4.005, -1.854], [2.466, -6.878, 0.732], [2.133, -5.926, -0.765], [2.355, -7.702, -0.825], [0.106, -6.163, 0.778], [0.138, -7.914, 0.305], [-1.440, -6.726, -1.122], [-0.106, -7.049, -2.136]],
  "lowdin_spin": [0.000, 0.000, 0.000, 0.000, 0.000, 0.000, 0.000, 0.000, 0.000, 0.000, 0.000, 0.000, 0.047, 0.168, 0.141, 0.055, 0.288, 0.001, 0.027, 0.008, 0.001, 0.068, 0.062, -0.001, 0.000, 0.002, 0.004, 0.001, 0.004, 0.000, 0.000, 0.000, 0.001, 0.000, 0.000, 0.003, 0.000, 0.000, 0.000, 0.001, 0.002, 0.000, 0.000, 0.000, 0.000, 0.000, 0.000, 0.000, 0.003, 0.000, 0.000, 0.000, 0.000, 0.000, 0.001, 0.001, 0.000, 0.000, 0.000, 0.000, 0.000, 0.002, 0.001, 0.000, 0.001, 0.000, 0.000, 0.000, 0.001, 0.000, 0.000, 0.000, 0.005, 0.013, 0.008, 0.008, 0.023, 0.001, 0.003, 0.000, 0.000, 0.004, 0.000, 0.001, 0.001, 0.005, 0.002, 0.003, 0.009, 0.000, 0.000, 0.000, 0.001, 0.002, 0.000, 0.001, 0.000, 0.003, 0.001, 0.001, 0.001, 0.000, 0.000, 0.000, 0.001, 0.001, 0.000, 0.001, 0.000, 0.000, 0.000, 0.001, 0.005, 0.000, 0.000, 0.000, 0.000, 0.000, 0.000, 0.000],
  "orbital_gap_ev": [9.833, 2.294],
  "multiplicity": 2,
  "s_squared": 0.76,
  "mol_weight_g_mol": 691.1,
  "lumo_ev": [-3.14, -10.62],
  "total_charge": 1
}

---

--- x ---
{
  "formula": "C40H70N10",
  "method": "wB97M-V/def2-TZVPD",
  "species": ["C", "C", "C", "C", "N", "H", "H", "H", "H", "H", "H", "H", "C", "C", "C", "C", "N", "H", "H", "H", "H", "H", "H", "H", "C", "C", "C", "C", "N", "H", "H", "H", "H", "H", "H", "H", "C", "C", "C", "C", "N", "H", "H", "H", "H", "H", "H", "H", "C", "C", "C", "C", "N", "H", "H", "H", "H", "H", "H", "H", "C", "C", "C", "C", "N", "H", "H", "H", "H", "H", "H", "H", "C", "C", "C", "C", "N", "H", "H", "H", "H", "H", "H", "H", "C", "C", "C", "C", "N", "H", "H", "H", "H", "H", "H", "H", "C", "C", "C", "C", "N", "H", "H", "H", "H", "H", "H", "H", "C", "C", "C", "C", "N", "H", "H", "H", "H", "H", "H", "H"],
  "positions_angstrom": [[0.467, -3.376, -3.606], [-1.017, -3.920, -3.442], [-1.589, -4.311, -4.851], [-3.029, -4.732, -4.844], [-4.135, -5.038, -4.770], [0.543, -2.756, -2.713], [0.589, -2.567, -4.326], [1.233, -4.137, -3.755], [-1.654, -3.197, -2.932], [-1.179, -4.726, -2.727], [-0.995, -5.118, -5.280], [-1.584, -3.543, -5.624], [-3.843, 6.749, -2.044], [-2.702, 5.920, -1.422], [-1.321, 6.545, -1.306], [-1.314, 7.770, -0.504], [-1.360, 8.735, 0.103], [-3.884, 6.998, -3.104], [-3.703, 7.762, -1.666], [-4.772, 6.241, -1.784], [-2.677, 4.920, -1.854], [-2.856, 5.806, -0.349], [-0.962, 6.867, -2.284], [-0.583, 5.953, -0.765], [-1.631, 4.351, 2.123], [-1.512, 3.791, 3.581], [-2.479, 2.628, 3.841], [-2.093, 1.332, 3.365], [-1.914, 0.307, 2.992], [-2.515, 4.988, 2.150], [-1.676, 3.555, 1.379], [-0.658, 4.808, 1.941], [-1.653, 4.518, 4.380], [-0.504, 3.400, 3.716], [-3.399, 2.683, 3.260], [-2.581, 2.272, 4.866], [-5.753, -1.749, -0.471], [-4.899, -1.075, 0.604], [-4.177, -2.228, 1.318], [-4.735, -2.370, 2.713], [-5.206, -2.494, 3.712], [-5.046, -2.124, -1.212], [-6.444, -1.068, -0.967], [-6.275, -2.666, -0.197], [-5.393, -0.479, 1.371], [-4.092, -0.477, 0.179], [-3.127, -1.975, 1.471], [-4.236, -3.221, 0.873], [0.155, -3.313, 4.163], [1.397, -2.397, 3.946], [1.018, -0.867, 4.097], [0.417, -0.647, 5.374], [-0.063, -0.391, 6.390], [0.408, -4.326, 3.848], [-0.604, -2.832, 3.546], [-0.155, -3.391, 5.205], [1.689, -2.609, 2.917], [2.267, -2.632, 4.558], [0.454, -0.551, 3.219], [1.944, -0.293, 4.115], [-2.828, -0.061, -8.333], [-1.484, 0.699, -8.074], [-0.416, -0.132, -7.459], [-0.817, -0.472, -6.136], [-1.104, -0.795, -5.050], [-3.407, 0.447, -9.104], [-3.472, -0.081, -7.454], [-2.880, -1.142, -8.461], [-1.848, 1.620, -7.619], [-1.148, 1.007, -9.064], [0.543, 0.357, -7.625], [-0.110, -0.998, -8.045], [0.539, 0.461, 0.309], [0.167, -0.472, -0.903], [-1.232, -0.049, -1.491], [-1.418, 1.427, -1.644], [-1.566, 2.593, -1.867], [1.149, 1.304, -0.016], [1.072, -0.056, 1.107], [-0.325, 0.941, 0.767], [0.222, -1.559, -0.840], [0.931, -0.089, -1.580], [-2.085, -0.217, -0.834], [-1.426, -0.507, -2.461], [3.020, 3.325, 1.429], [3.032, 4.854, 1.139], [4.111, 5.479, 2.077], [5.473, 4.889, 1.994], [6.493, 4.523, 1.915], [2.119, 2.943, 0.949], [2.867, 2.991, 2.456], [3.771, 2.653, 1.015], [2.024, 5.237, 1.297], [3.379, 5.020, 0.119], [3.669, 5.202, 3.034], [4.191, 6.559, 1.953], [3.003, -7.325, 0.722], [1.852, -6.353, 0.570], [2.066, -4.859, 0.422], [0.735, -4.143, 0.483], [-0.291, -3.575, 0.576], [3.754, -6.951, 1.417], [3.388, -7.577, -0.266], [2.650, -8.236, 1.206], [1.137, -6.493, 1.381], [1.172, -6.855, -0.118], [2.615, -4.671, -0.500], [2.721, -4.553, 1.237], [6.172, 0.300, 4.068], [6.589, -1.185, 3.839], [5.416, -2.050, 3.371], [4.352, -1.547, 2.507], [3.527, -1.233, 1.730], [5.473, 0.448, 4.891], [5.647, 0.691, 3.197], [6.970, 1.019, 4.253], [7.051, -1.583, 4.742], [7.379, -1.231, 3.089], [4.792, -2.374, 4.204], [6.020, -2.863, 2.967]],
  "lowdin_spin": [0.000, 0.001, 0.000, 0.000, 0.000, 0.000, 0.000, 0.000, 0.000, 0.000, 0.000, 0.000, 0.003, 0.004, 0.000, 0.000, 0.000, 0.000, 0.001, 0.000, 0.001, 0.000, 0.000, 0.000, 0.001, 0.002, 0.002, 0.007, 0.014, 0.000, 0.000, 0.000, 0.000, 0.000, 0.000, 0.001, 0.002, 0.009, 0.001, 0.002, 0.005, 0.001, 0.000, 0.001, 0.001, 0.004, 0.000, 0.000, 0.000, 0.001, 0.002, 0.001, 0.003, 0.000, 0.000, 0.000, 0.000, 0.000, 0.001, 0.000, 0.000, 0.000, 0.000, 0.000, 0.003, 0.000, 0.000, 0.000, 0.000, 0.000, 0.000, 0.000, 0.116, 0.136, 0.082, 0.091, 0.294, 0.011, 0.011, 0.027, 0.003, 0.068, 0.049, 0.028, 0.000, 0.000, 0.000, 0.000, 0.000, 0.000, 0.000, 0.000, 0.000, 0.000, 0.000, 0.000, 0.000, 0.000, 0.000, 0.001, 0.002, 0.000, 0.000, 0.000, 0.000, 0.000, 0.000, 0.000, 0.000, 0.000, 0.000, 0.000, 0.000, 0.000, 0.000, 0.000, 0.000, 0.000, 0.000, 0.000],
  "orbital_gap_ev": [10.583, 2.525],
  "multiplicity": 2,
  "s_squared": 0.76,
  "mol_weight_g_mol": 691.1,
  "lumo_ev": [-2.60, -10.64],
  "total_charge": 1
}

---

Energies relative to the most stable structure, in kcal/mol: w 0.0; x 27.3.